Computed, not measured: a cluster of 2 separate species, C4H12N2O in total at a distorted geometry, with the ωB97M-V functional and the def2-TZVPD basis.

## Properties
**Multiplicity**: 1
**E_LUMO**: 1.01 eV
**Energy above the lowest of the compared OMol25 structures with the same formula, charge and spin**: 2.9542 eV
**Structure (SMILES)**: C/C=N\N.CCO
**Gap between HOMO and LUMO**: 9.89 eV

```
19
Properties=species:S:1:pos:R:3:nbo_charge:R:1
H 0.729 3.609 0.572 0.226
N 0.318 0.859 0.156 -0.241
C -0.650 -1.776 -0.672 -0.137
H -2.206 -3.228 -0.200 0.190
C -1.918 -2.207 0.060 -0.632
H 0.203 -3.535 -0.517 0.455
H 1.840 3.248 1.906 0.229
O 0.459 -2.616 -0.375 -0.731
H 0.802 1.080 2.065 0.184
H 0.176 0.348 -1.680 0.389
C 0.849 1.536 1.087 0.041
N 0.309 1.238 -1.140 -0.654
H -0.303 -0.741 -0.201 0.247
H 0.980 1.942 -1.430 0.359
H -1.765 -2.162 1.137 0.208
H -0.848 -1.819 -1.756 0.139
H 2.300 2.874 0.243 0.214
C 1.466 2.895 0.949 -0.698
H -2.741 -1.547 -0.206 0.211
```



Computed, not measured: the ion C6H7N4O2S with charge +1 at a distorted geometry, with the ωB97M-V functional and the def2-TZVPD basis.

## Properties
**Multiplicity**: 1
**E_LUMO (alpha / beta)**: -5.43 / -5.43 eV
**Energy above the lowest of the compared OMol25 structures with the same formula, charge and spin**: 6.9110 eV
**Structure (SMILES)**: NC(=C=S(=O)=O)N[N+]1=C=NC=CC1
**Total charge**: +1
**Gap between HOMO and LUMO (alpha / beta)**: 7.58 / 7.58 eV

```
20
Properties=species:S:1:pos:R:3:nbo_charge:R:1
H 2.673 -0.800 -0.428 0.267
H 0.615 -2.009 0.601 0.414
C 0.361 1.125 0.256 0.747
C 2.399 0.055 0.287 -0.245
H 1.900 3.479 -0.703 0.260
H -1.394 -3.307 0.046 0.423
C -1.170 -1.223 0.073 0.404
H 2.649 0.102 1.368 0.248
C -1.782 -0.008 -0.165 -0.699
H 3.650 1.595 -0.932 0.267
O -4.105 1.469 0.044 -0.744
N 0.657 2.317 0.309 -0.439
N 0.247 -1.272 0.038 -0.385
N -1.842 -2.410 0.201 -0.748
O -4.197 -0.941 -0.325 -0.832
C 2.726 1.395 -0.368 -0.267
H -2.744 -2.232 -0.170 0.427
S -3.488 0.215 -0.005 2.181
C 1.938 2.469 -0.321 -0.002
N 0.907 -0.020 0.196 -0.279
```



Computed, not measured: a cluster of 13 separate species, C50H74NO39 in total at a distorted geometry, with the ωB97M-V functional and the def2-TZVPD basis.

## Properties
**Multiplicity**: 2
**E_LUMO (alpha / beta)**: 0.13 / 0.13 eV
**Gap between HOMO and LUMO (alpha / beta)**: 8.47 / 9.49 eV

```
164
Properties=species:S:1:pos:R:3:lowdin_spin:R:1
C -1.630 -9.239 8.541 0.000
C -0.697 -8.205 9.093 0.000
C -1.018 0.816 0.467 0.012
H 0.070 2.477 2.141 0.000
C 3.775 7.326 -5.595 0.000
H -2.501 2.563 2.254 0.000
H -1.018 -1.996 -0.681 0.002
C -4.838 7.400 5.832 0.000
H 4.624 -3.095 -1.731 0.000
O 1.855 -9.743 -3.704 0.000
C 1.016 -3.723 -4.565 0.000
H 2.726 1.011 0.025 0.000
H -3.025 6.670 2.378 0.000
C -0.461 -1.693 0.269 0.018
H 4.981 8.520 -2.971 0.000
O 3.086 6.565 -6.213 0.000
C -0.964 9.233 -7.747 0.000
H 1.278 5.403 -3.488 0.000
C -2.563 1.445 2.477 0.010
H 0.971 -4.713 5.826 0.000
C -1.585 -5.713 6.336 0.000
C 4.874 9.192 -5.027 0.000
O 0.138 -8.959 9.965 0.000
H -4.704 7.064 6.864 0.000
C 3.939 -3.949 -1.735 0.000
H 0.783 1.096 -1.687 0.000
H 0.036 -0.492 -2.255 0.000
O 0.053 -3.902 -5.504 0.000
H -0.641 1.852 0.187 0.002
O 2.214 2.775 -3.211 0.000
H 2.156 -1.506 -0.752 0.000
H -0.201 6.742 -8.740 0.000
H 0.737 -8.332 -4.741 0.000
C -2.021 -1.449 -9.912 0.000
H -2.023 -3.891 1.569 0.000
C -4.111 -3.196 8.334 0.000
H 1.795 8.816 -7.711 0.000
H -1.364 5.073 3.878 0.000
C 0.672 -0.008 -1.449 0.001
H -4.290 -4.188 7.917 0.000
C 2.178 -0.603 -1.470 0.000
H 5.497 -2.225 1.140 0.000
H 0.989 0.981 2.597 0.001
H -1.943 0.602 -0.157 0.000
C -2.706 -0.171 -10.297 0.000
H -5.647 6.828 5.376 0.000
H 2.609 -7.055 -3.960 0.000
C 2.821 -9.565 -2.762 0.000
O -1.817 8.534 4.795 0.000
C 0.107 -10.249 9.534 0.000
H 5.795 9.695 -5.321 0.000
C 0.197 -1.679 -4.984 0.000
C -1.175 5.792 3.080 0.000
H 0.740 -3.905 7.391 0.000
C -5.330 -2.620 8.991 0.000
H 3.615 3.667 -4.425 0.000
H -0.288 -3.602 2.030 0.000
H -1.366 -2.965 6.736 0.000
O 4.758 1.026 1.482 0.000
H -3.703 -2.274 1.724 0.000
C 4.614 -5.229 -1.344 0.000
C 5.102 8.139 -3.985 0.000
O 0.825 -11.112 9.940 0.000
H -1.711 -3.203 3.232 0.000
H -2.613 1.366 3.621 0.000
C -2.948 8.393 5.152 0.000
H 2.075 5.383 -5.080 0.000
H -1.945 -9.015 7.522 0.000
O 2.975 -3.767 -0.707 0.000
O -3.619 7.209 5.124 0.000
O -0.847 -10.428 8.581 0.000
O 0.387 5.684 0.072 0.000
H -3.415 -0.695 0.716 0.000
C 0.133 -0.218 0.035 0.000
H 1.039 -0.087 0.726 0.000
H -2.521 -2.332 -10.318 0.000
C 1.755 4.764 -4.238 0.000
O 1.047 -2.437 -4.126 0.000
H -0.972 -1.467 -10.212 0.000
O -3.730 9.392 5.639 0.000
C -0.889 -3.614 5.996 0.000
O -0.091 5.366 2.260 0.000
H -1.067 -2.490 -6.543 0.000
H -0.324 -0.900 -4.427 0.000
H 4.577 -1.575 2.642 0.000
C -5.055 8.881 5.733 0.000
H 3.520 1.200 -1.599 0.000
O -0.433 -5.589 7.050 0.000
O 0.072 9.527 -8.580 0.000
H -3.253 -3.246 9.012 0.000
H -3.513 0.962 2.090 0.000
H 3.384 4.454 -2.847 0.000
H 0.424 -2.393 0.411 0.002
C -0.737 -2.717 -5.529 0.000
C 4.762 -0.081 0.932 0.000
O 4.386 -0.345 -0.393 0.000
C 2.875 3.949 -3.669 0.000
O -5.181 -1.223 8.770 0.000
N -1.307 -0.737 2.539 0.358
H -2.026 0.686 -10.296 0.000
H 4.110 -6.110 -1.750 0.000
H 6.085 7.668 -4.072 0.000
O -3.829 -2.256 7.304 0.000
C -1.222 0.663 2.041 0.025
H 6.291 -0.965 2.238 0.000
C 1.067 -8.559 -3.727 0.000
H -0.923 6.758 3.525 0.000
O -0.336 -1.059 3.352 0.541
H 0.805 -1.211 -5.762 0.000
C -0.384 5.740 0.986 0.000
H -5.373 -2.842 10.058 0.000
H -0.077 -7.745 8.320 0.000
C -4.382 -1.071 7.680 0.000
O -0.840 7.981 -7.230 0.000
O 1.747 -4.591 -4.173 0.000
H 0.787 6.689 -7.264 0.000
C -0.017 1.498 2.731 0.001
O -1.824 -4.607 5.586 0.000
H -0.291 1.689 3.811 0.000
C 0.231 -4.421 6.577 0.000
O -1.664 6.187 0.883 0.000
O 3.549 -10.427 -2.371 0.000
H -5.566 9.288 6.606 0.000
H -5.608 9.165 4.833 0.000
C -1.334 -3.189 2.166 -0.001
H 3.456 -4.012 -2.710 0.000
H -1.220 -7.420 9.640 0.000
H 4.145 9.944 -4.711 0.000
H 2.509 -0.931 -2.502 0.000
O 4.329 8.452 -6.114 0.000
O 0.821 3.772 -4.659 0.000
O -4.191 -0.031 7.125 0.000
H -3.112 -2.383 0.002 0.000
H 0.188 -8.708 -3.093 0.000
C -3.062 -1.754 0.942 0.001
O 0.353 1.693 -3.902 0.000
H -0.569 -3.008 5.147 0.000
H -3.193 -0.235 -11.271 0.000
O 2.929 -4.372 1.471 0.000
H 1.480 -6.743 -2.624 0.000
O -3.693 -0.612 -7.087 0.000
C 3.227 0.427 -0.805 0.000
C -3.214 -0.682 -8.177 0.000
C 3.416 -4.451 0.382 0.000
O -3.665 0.001 -9.262 0.000
H -6.258 -2.956 8.520 0.000
C 2.001 -7.522 -3.181 0.000
H -1.615 -2.865 -4.894 0.000
O 4.100 7.173 -4.286 0.000
C -2.315 5.886 2.111 0.000
O 4.483 -5.236 0.074 0.000
C 5.295 -1.320 1.804 0.000
C -1.528 -1.739 1.460 0.026
O -1.864 9.977 -7.502 0.000
H 5.663 -5.255 -1.638 0.000
C 1.038 8.493 -8.431 0.000
H -2.518 -9.379 9.165 0.000
C 1.062 2.657 -3.923 0.000
O -2.295 -6.676 6.367 0.000
O 2.851 -8.277 -2.324 0.000
C 0.221 7.341 -7.929 0.000
H 1.525 8.277 -9.383 0.000
O -2.142 -1.461 -8.495 0.000
H -2.853 4.940 2.004 0.000
```